Entry 1:
The ion C7H16ClNO2P with charge -1 at a distorted geometry, computed with ωB97M-V/def2-TZVPD.

```
28
Properties=species:S:1:pos:R:3:forces:R:3
Cl -1.21833 -4.44617 -1.10835 -0.2 -0.9 0.4
P -0.82015 -2.71123 -2.09794 -0.1 2.0 2.3
O -2.01423 -2.35987 -2.89528 -0.2 0.2 0.2
O 0.53722 -2.81345 -2.65973 0.4 0.1 0.2
N -0.79858 -1.59734 -0.40402 -0.5 -2.6 -3.3
C 0.52246 -0.29766 1.16657 0.2 -0.2 -0.1
C 0.01055 0.65733 -1.15082 0.1 -0.1 0.0
C 1.96105 0.17234 1.36873 -0.3 0.2 0.0
C -1.41893 1.18408 -1.00620 0.3 0.0 0.0
C 0.24949 -0.63718 -0.32758 0.3 0.7 0.4
C 0.30841 0.39929 -2.62190 0.0 0.1 0.2
C 0.24871 -1.51009 2.05603 -0.1 0.4 0.0
H 0.10232 1.28439 -3.22360 0.0 0.1 -0.1
H -1.72345 -1.18976 -0.39430 -0.1 0.2 0.0
H -0.31486 -0.41864 -2.97780 0.0 0.1 -0.2
H 0.80904 -2.36683 1.69335 0.1 -0.2 0.0
H 0.69805 1.42805 -0.77588 0.0 0.0 0.0
H -0.15502 0.51086 1.46837 0.0 0.0 0.0
H 1.34936 0.11165 -2.75895 0.1 -0.1 -0.1
H 2.09831 0.56778 2.37619 0.1 0.0 0.1
H 0.53531 -1.30178 3.08675 0.1 0.0 0.2
H 1.14275 -1.13547 -0.72535 0.1 0.1 0.0
H 2.22205 0.95737 0.66087 0.1 0.1 0.0
H -2.10473 0.55969 -1.57517 -0.1 -0.1 0.0
H -1.73631 1.19850 0.03580 -0.1 0.1 0.1
H -0.80483 -1.77265 2.02436 0.0 -0.1 0.1
H 2.64752 -0.65719 1.22473 0.1 -0.2 0.0
H -1.48666 2.19849 -1.39863 0.0 0.1 0.0
```
Forces are in eV/Å.

Calculated values
SMILES ... CC(C)C(N[P@](=O)([O-])Cl)C(C)C
ΔE to the lowest compared entry with this formula, charge and spin ... 0.0 kJ/mol
HOMO energy ... -4.84 eV
Kohn-Sham gap ... 8.29 eV
Charge ... -1

Entry 2:
The ion C7H16IN4 with charge +1 at a distorted geometry, computed with ωB97M-V/def2-TZVPD.

```
28
Properties=species:S:1:pos:R:3:forces:R:3
I -0.69708 2.28236 1.14151 0.0 -0.3 -0.4
N 0.23092 -0.31929 -0.12372 -0.8 1.1 -0.9
N -4.32103 -0.55025 1.06145 0.5 0.3 0.2
N -2.80015 -0.72568 -0.95741 -1.2 -1.1 1.2
N -1.82327 -0.46446 1.07791 -3.9 3.1 -1.2
C 1.10259 0.32182 -1.14385 1.5 0.3 -1.0
C 3.16759 -1.21454 0.52346 0.5 0.4 0.8
C -3.12152 -0.58935 0.48920 4.3 -0.2 -0.8
C -2.04854 0.56471 -1.14224 -0.2 -0.6 2.7
C -1.02822 0.38670 0.09028 1.3 -1.0 -0.7
C 2.35759 1.08684 -0.56026 -0.2 0.2 0.9
C 3.08431 0.36094 0.64380 0.4 -0.3 -0.2
H 4.15455 0.73413 0.63762 -1.2 -0.3 0.1
H 2.65387 0.63728 1.65078 0.3 -0.2 -1.2
H -4.95802 -1.34672 1.04752 -0.1 0.6 -0.8
H 3.12218 1.26225 -1.36600 -1.0 -0.3 0.5
H 1.50256 -0.48480 -1.83190 -0.6 0.8 0.9
H -1.75262 0.11315 1.92880 -0.3 -1.2 0.6
H 0.56418 1.04652 -1.82601 0.3 -0.8 0.8
H 3.88978 -1.56139 1.32473 -0.8 0.2 -1.0
H -2.16728 -1.54005 -0.89682 -0.1 0.5 -1.0
H -2.79366 1.30288 -0.72501 0.9 0.0 -1.4
H 2.03025 2.10848 -0.20074 0.4 -1.0 -0.5
H 2.18877 -1.72220 0.74479 1.0 0.5 -0.5
H 0.08018 -1.28395 -0.43206 -0.3 0.3 0.5
H 3.60302 -1.51258 -0.46602 -0.6 0.1 0.8
H -1.60677 0.75827 -2.14730 -0.6 -0.3 0.9
H -4.61420 0.34893 1.45750 0.2 -0.9 0.6
```
Forces are in eV/Å.

Calculated values
SMILES ... CCCCN[C@@]1(I)CNC(N)=[NH+]1
HOMO energy ... -12.95 eV
Kohn-Sham gap ... 7.42 eV
Charge ... +1

Entry 3:
A cluster of 2 separate species, C7H16N2 in total at a distorted geometry, computed with ωB97M-V/def2-TZVPD.

```
25
Properties=species:S:1:pos:R:3:forces:R:3
N -0.35830 -1.13313 0.40711 0.6 0.9 -0.5
N -0.35937 0.96367 -0.31453 0.8 -0.1 0.4
C -2.53911 0.03273 0.42139 0.2 -0.1 0.4
C 1.48800 -0.41523 -0.33786 -0.3 -1.0 0.4
C -0.97668 -2.42648 0.55553 0.0 -0.2 -0.2
C -0.50004 2.34734 0.04265 -0.7 0.0 -0.3
C 1.68753 0.00533 -1.76275 -0.2 0.1 0.0
C 2.20709 0.34260 0.73713 -0.2 0.0 0.0
C -1.04646 -0.02786 0.18452 -0.2 0.4 -0.2
H -2.76990 -0.21014 1.46073 -0.1 0.0 0.0
H -0.19477 -3.17638 0.69883 0.0 0.0 0.0
H 1.78379 0.11163 1.71421 0.0 0.0 0.0
H -0.23397 2.55772 1.08888 0.0 -0.1 -0.1
H -1.57449 -2.73696 -0.31470 0.1 0.0 0.1
H -1.62907 -2.47476 1.43810 0.1 0.1 -0.1
H 1.67018 1.08723 -1.87985 -0.1 0.0 0.0
H 1.67007 -1.47775 -0.23932 0.3 -0.1 0.0
H 2.66554 -0.36549 -2.10038 -0.1 -0.1 0.1
H 3.25758 0.02291 0.75375 -0.1 0.0 -0.1
H -3.04103 -0.70759 -0.20509 0.0 0.0 0.0
H 2.17931 1.41945 0.57827 -0.1 0.0 0.0
H 0.92056 -0.42476 -2.40620 0.0 0.0 0.0
H 0.15451 2.94475 -0.59746 0.0 0.0 0.1
H -1.51883 2.72180 -0.12531 -0.1 0.1 0.1
H -2.94214 1.01939 0.20233 0.1 0.0 -0.1
```
Forces are in eV/Å.

Calculated values
ΔE to the lowest compared entry with this formula, charge and spin ... 371.0 kJ/mol
HOMO energy ... -7.62 eV
Kohn-Sham gap ... 8.62 eV

Entry 4:
A structure of composition C7H16N2O2S at a distorted geometry, computed with ωB97M-V/def2-TZVPD.

```
28
Properties=species:S:1:pos:R:3:forces:R:3
S -2.43725 -3.46786 -2.97524 0.4 2.0 -0.1
O -3.18942 -2.34120 -3.42022 0.2 -1.2 0.2
O -0.99528 -2.97095 -2.56119 -0.4 -2.4 0.0
N 0.41136 0.75460 0.27394 -2.3 -0.7 1.8
N -0.79142 -0.92143 -0.83021 -0.7 -2.6 -4.6
C -0.97145 1.24017 0.64944 -0.2 1.9 3.6
C -1.53690 -1.76992 0.11740 0.9 2.0 2.0
C -0.53194 -1.72482 -2.61199 2.3 5.9 2.5
C -0.23559 -1.67137 1.04915 -0.8 -2.4 0.2
C 0.71681 1.43482 -0.99169 4.1 -3.0 -1.2
C 0.36682 -0.81117 -0.01522 0.2 2.6 0.4
C 1.36263 0.93225 1.41162 0.3 5.3 -0.9
H -1.45790 0.59626 1.44400 1.0 0.8 -0.6
H -1.89344 -2.73765 -0.19145 0.0 -0.5 -0.1
H -0.33669 -1.42496 2.14408 0.3 -0.2 -1.3
H 1.42123 -0.94365 -0.27373 -0.3 -0.6 -0.6
H 1.91556 1.24292 -1.00571 -2.7 0.9 -0.9
H 1.58246 2.14053 1.36248 -0.5 -3.0 0.6
H -1.62488 1.17680 -0.17400 -0.4 0.3 -1.2
H 0.49542 2.47784 -1.06037 -0.3 0.5 0.3
H 0.26827 -2.65004 0.85921 -0.2 0.6 1.0
H -1.03560 -1.00027 -3.33331 0.4 -1.2 1.1
H -2.34933 -1.17749 0.58890 0.0 -0.6 -0.8
H -0.94577 2.38403 1.10173 0.2 -3.0 -1.4
H 0.63978 -1.47789 -2.52023 -2.7 -1.8 -0.7
H 2.30190 0.48947 1.23393 1.0 -0.8 -0.6
H 0.20184 0.79487 -1.79860 0.8 1.5 1.1
H 1.01968 0.66616 2.39483 -0.7 -0.2 0.0
```
Forces are in eV/Å.

Calculated values
ΔE to the lowest compared entry with this formula, charge and spin ... 448.5 kJ/mol
HOMO energy (spin up / spin down) ... -17.13 / -17.13 eV
Kohn-Sham gap (spin up / spin down) ... 5.79 / 5.79 eV
Charge ... +2

Entry 5:
A cluster of 2 separate species, C7H16N2O3 in total at a distorted geometry, computed with ωB97M-V/def2-TZVPD.

```
28
Properties=species:S:1:pos:R:3:forces:R:3
O -3.76467 0.35858 1.04782 1.6 -2.6 -4.9
O -1.20348 1.19475 -3.04090 3.9 -0.9 7.9
O -4.65656 0.50986 -1.18129 5.6 -3.8 4.1
N -0.30775 -0.37347 -1.39894 0.8 1.5 1.0
N 2.94347 -0.75299 2.94344 0.2 -0.1 0.4
C 1.17973 -0.60079 -1.24388 0.1 1.0 -0.7
C -2.63289 -1.27547 -0.63769 0.0 0.5 0.4
C -0.64774 1.04210 -1.80943 -3.2 0.9 -6.1
C -0.44749 2.40026 -0.91453 -0.5 0.3 -0.7
C 1.84034 0.02421 0.12111 1.3 -0.2 0.4
C -3.70137 -0.08196 -0.21769 -5.0 4.3 0.2
C -1.10552 -0.84847 -0.20460 -0.7 -0.9 0.7
H -1.41365 3.08439 -1.06773 2.1 -1.8 0.3
H -0.55605 -1.81942 0.21585 -1.0 2.0 -1.0
H -0.30407 2.22720 0.23351 -0.1 0.2 -2.3
H 3.62520 -0.18804 2.42345 -0.3 -0.1 0.0
H 1.99647 1.19351 0.09399 -0.5 -2.4 -0.1
H 2.13153 -0.17279 3.18523 0.1 -0.1 -0.1
H 3.37816 -1.10851 3.80299 -0.1 0.1 -0.1
H -1.17310 -0.07490 0.67488 0.1 -1.3 -1.6
H 2.63884 -1.54260 2.36210 0.0 0.2 0.0
H 1.69699 -0.04160 -2.16214 -1.0 -1.3 2.0
H 2.93068 -0.45000 0.22727 -2.0 0.9 -0.4
H 1.27917 -0.24294 1.11308 0.5 0.5 -2.1
H -2.90706 -2.23059 0.00532 0.4 2.0 -1.5
H -2.64458 -1.49066 -1.79331 -0.1 0.4 2.4
H 1.38554 -1.74724 -1.35624 -0.4 2.2 0.5
H 0.43984 3.00759 -1.42167 -1.7 -1.4 1.3
```
Forces are in eV/Å.

Calculated values
ΔE to the lowest compared entry with this formula, charge and spin ... 806.4 kJ/mol
HOMO energy ... -5.73 eV
Kohn-Sham gap ... 3.10 eV

Entry 6:
A cluster of 2 separate species, C7H16N3O in total at a distorted geometry, computed with ωB97M-V/def2-TZVPD.

```
27
Properties=species:S:1:pos:R:3:forces:R:3
O 1.75901 0.92446 1.90106 5.1 -3.4 1.2
N 0.97965 -1.87427 2.48488 1.4 1.0 -0.4
N -1.36122 0.10352 -0.67148 3.4 0.7 -1.2
N 0.75842 -0.94782 -0.81617 -1.6 0.1 0.8
C 0.55696 0.40464 1.85155 -2.9 2.7 -0.5
C -0.83521 1.13365 -1.63803 1.1 -1.9 -1.7
C -2.77748 0.21565 -0.51247 -1.7 -0.6 0.8
C 0.14247 -0.86113 1.99848 -0.1 -0.1 1.7
C 1.57944 0.15872 -1.23749 -0.9 -0.1 -1.5
C -0.47611 -0.85003 -0.23572 -1.1 -0.3 -3.4
C 0.68255 1.34777 -1.58096 0.5 1.1 0.1
H 2.48597 0.14936 2.16920 -2.5 3.2 -1.0
H -1.29225 2.07382 -1.42374 -0.5 0.5 0.0
H 2.35220 0.40283 -0.51895 0.1 0.1 0.0
H 1.19928 -1.82889 -0.72173 0.4 -0.7 0.3
H -0.89848 -1.08202 2.14459 -0.4 0.3 -0.1
H 0.78569 -2.84825 2.22749 0.7 0.8 0.2
H 1.96059 -1.51132 2.63397 -1.6 -1.8 -0.2
H -1.03673 0.83523 -2.72589 -0.5 0.1 1.6
H -2.94401 0.48636 0.56341 -0.6 -0.7 -0.9
H -3.28574 -0.73896 -0.89246 0.4 1.4 1.0
H 1.08400 1.80626 -2.55018 -0.9 -0.3 1.5
H 1.99687 -0.15355 -2.19434 0.6 -0.1 0.3
H -3.19240 1.08934 -1.09970 0.8 -1.2 0.5
H 0.75507 2.04981 -0.76461 0.7 0.6 0.0
H -0.91662 -1.84968 -0.02350 0.3 1.0 0.5
H -0.06192 1.36448 1.63280 0.0 -2.4 0.4
```
Forces are in eV/Å.

Calculated values
ΔE to the lowest compared entry with this formula, charge and spin ... 229.6 kJ/mol
HOMO energy ... -11.59 eV
Kohn-Sham gap ... 8.36 eV
Charge ... +1

no.,energy (hartree)
1,-1283.2797
2,-792.6914
3,-385.6993
4,-933.6127
5,-611.2266
6,-515.4840